(1)
C4H14O3 | the ωB97M-V functional and the def2-TZVPD basis

Geometry as ORCA input:
```
! RIJCOSX wB97M-V def2-TZVPD def2/J DEFGRID3
* xyz 0 1
C -2.258 -0.003 1.503
C -1.849 -0.661 0.181
C -1.044 0.362 -0.620
C -1.571 1.096 -1.599
H -1.420 0.567 1.883
H -2.622 -0.782 2.174
H -3.121 0.622 1.271
H -1.193 -1.532 0.287
H -2.693 -0.997 -0.423
H -0.059 0.605 -0.231
H -1.188 2.085 -1.818
H -2.480 0.767 -2.083
H 1.027 -2.845 -1.944
H 0.436 -1.757 -1.009
O 1.200 -2.348 -1.130
H 1.982 0.969 1.372
H 1.878 -0.185 2.248
O 1.374 0.603 2.016
H 2.195 1.296 -1.090
H 3.673 0.825 -0.902
O 2.920 1.207 -0.481
*
```

Properties
DFT total energy (eV): -10516.6072
SMILES: C=CCC.O.O.O
LUMO energy (eV): 0.618
Energy relative to the best compared isomer or geometry (same formula, charge and spin) (kcal/mol): 30.5

---

(2)
C4H14O3 | the ωB97M-V functional and the def2-TZVPD basis

Geometry as ORCA input:
```
! RIJCOSX wB97M-V def2-TZVPD def2/J DEFGRID3
* xyz 0 1
C -1.630 -0.007 -2.001
C -0.714 -0.456 -0.872
C -1.185 0.067 0.481
C -0.463 -0.627 1.622
O -0.898 1.523 0.504
H -2.659 -0.213 -1.674
H -1.624 1.045 -2.323
H -1.608 -0.663 -2.877
H 0.309 -0.029 -0.877
H -0.609 -1.555 -0.896
H -2.287 -0.063 0.559
H -0.654 -0.056 2.538
H 0.623 -0.723 1.423
H -0.862 -1.641 1.694
H -1.556 1.923 1.083
H 1.088 1.465 0.377
H 2.339 1.901 -0.350
O 2.055 1.468 0.462
H 3.482 -0.577 0.870
H 3.027 -1.422 -0.144
O 3.827 -1.358 0.401
*
```

Properties
DFT total energy (eV): -10517.3716
SMILES: CC[C@@H](C)O.O.O
LUMO energy (eV): 0.642
Energy relative to the best compared isomer or geometry (same formula, charge and spin) (kcal/mol): 12.9

---

(3)
C4H14O3 | the ωB97M-V functional and the def2-TZVPD basis

Geometry as ORCA input:
```
! RIJCOSX wB97M-V def2-TZVPD def2/J DEFGRID3
* xyz 0 1
C -1.522 1.523 0.687
O -1.674 2.072 -0.619
C -0.054 1.430 1.057
C 0.629 0.227 0.346
C 1.701 -0.469 1.190
H -2.094 2.184 1.349
H -2.002 0.541 0.744
H -1.043 1.612 -1.188
H 0.094 1.295 2.129
H 0.371 2.346 0.682
H 1.152 0.509 -0.561
H -0.145 -0.484 0.106
H 1.288 -1.057 2.025
H 2.306 0.274 1.723
H 2.271 -1.147 0.557
H -0.379 -1.068 -2.496
H -0.741 0.357 -2.861
O -0.589 -0.514 -3.260
H -0.344 -2.940 0.019
H 0.360 -3.766 -1.053
O 0.414 -2.924 -0.577
*
```

Properties
DFT total energy (eV): -10517.0484
SMILES: CCCCO.O.O
LUMO energy (eV): 0.421
Energy relative to the best compared isomer or geometry (same formula, charge and spin) (kcal/mol): 20.3

---

(4)
C4H14O4 | the ωB97M-V functional and the def2-TZVPD basis

Geometry as ORCA input:
```
! RIJCOSX wB97M-V def2-TZVPD def2/J DEFGRID3
* xyz 0 1
C 0.041 -1.739 -1.361
C -0.983 -1.255 -0.627
C -0.989 0.099 -0.068
C -2.158 0.623 0.315
H 0.919 -1.144 -1.572
H -0.086 -2.714 -1.808
H -1.656 -2.073 -0.403
H -0.026 0.589 0.012
H -2.282 1.540 0.876
H -3.072 0.067 0.146
H 2.024 -2.149 1.929
H 1.524 -0.835 1.729
O 1.530 -1.501 2.441
H -1.098 0.332 2.469
H 0.013 -0.448 3.183
O -0.937 -0.234 3.238
H 2.250 3.021 -0.579
H 0.813 2.521 -0.769
O 1.533 2.611 -0.106
H 1.026 0.442 -2.396
H 0.717 0.988 -3.769
O 0.898 1.258 -2.879
*
```

Properties
DFT total energy (eV): -12563.2722
SMILES: C=CC=C.O.O.O.O
LUMO energy (eV): 0.421
Energy relative to the best compared isomer or geometry (same formula, charge and spin) (kcal/mol): 40.5

---

(5)
C4H14O4 | the ωB97M-V functional and the def2-TZVPD basis

Geometry as ORCA input:
```
! RIJCOSX wB97M-V def2-TZVPD def2/J DEFGRID3
* xyz 0 1
C -0.856 -0.685 1.602
C -0.300 -1.414 0.641
C 0.520 -0.892 -0.460
C 0.458 -1.366 -1.699
H -0.842 0.392 1.551
H -1.310 -1.056 2.510
H -0.159 -2.477 0.818
H 1.082 -0.015 -0.193
H 0.911 -0.926 -2.576
H -0.180 -2.219 -1.915
H 0.622 2.002 2.255
H 1.664 2.538 1.209
O 1.032 1.806 1.392
H 3.293 -0.299 -0.394
H 2.689 0.418 0.759
O 3.467 -0.064 0.510
H -0.857 2.448 -0.563
H -1.586 1.175 -1.077
O -1.307 2.072 -1.314
H -2.495 -1.206 -0.823
H -3.246 0.021 -1.445
O -2.598 -0.253 -0.789
*
```

Properties
DFT total energy (eV): -12563.3866
SMILES: C=CC=C.O.O.O.O
LUMO energy (eV): 0.320
Energy relative to the best compared isomer or geometry (same formula, charge and spin) (kcal/mol): 37.9

---

(6)
C4H14OSi2 | the ωB97M-V functional and the def2-TZVPD basis

Geometry as ORCA input:
```
! RIJCOSX wB97M-V def2-TZVPD def2/J DEFGRID3
* xyz 0 1
C 2.041 -0.435 1.043
C 1.362 1.662 -1.053
C -1.871 -1.766 0.964
C -1.665 -0.746 -1.836
O -0.574 1.589 1.123
Si 0.835 1.054 0.735
Si -0.753 -0.873 -0.236
H 3.013 0.148 1.072
H 2.047 -1.173 1.780
H 1.839 -1.009 0.134
H 0.491 2.025 -1.547
H 2.165 2.394 -0.921
H 1.733 0.834 -1.580
H -2.876 -1.882 0.531
H -1.648 -2.823 1.064
H -1.900 -1.231 1.873
H -1.406 -1.514 -2.586
H -2.753 -0.792 -1.768
H -1.476 0.267 -2.203
H -0.387 2.384 1.732
H 1.785 1.888 1.680
*
```

Properties
DFT total energy (eV): -22175.8486
LUMO energy (eV): -0.576
Energy relative to the best compared isomer or geometry (same formula, charge and spin) (kcal/mol): 95.1

---

(7)
C4H15GaN2P | the ωB97M-V functional and the def2-TZVPD basis

Geometry as ORCA input:
```
! RIJCOSX wB97M-V def2-TZVPD def2/J DEFGRID3
* xyz -1 1
N 4.032 -0.531 0.530
P 2.496 0.066 0.621
Ga 1.126 -1.290 -0.737
C -0.081 -0.042 -1.858
C -0.540 1.345 -1.114
C -1.210 1.156 0.369
C -2.326 -0.038 0.487
N -2.039 -0.762 1.819
H 4.337 -0.846 1.499
H 2.529 1.446 0.120
H 1.973 0.004 1.965
H 0.303 -2.392 0.116
H 2.153 -1.997 -1.785
H -1.047 -0.609 -2.238
H 0.550 0.259 -2.825
H 0.452 1.988 -0.952
H -1.247 2.021 -1.767
H -0.415 1.044 1.234
H -1.786 2.174 0.606
H -3.431 0.391 0.541
H -2.306 -0.831 -0.373
H -2.556 -1.692 1.833
H -1.003 -0.949 1.901
*
```

Properties
DFT total energy (eV): -69033.7123
LUMO energy (eV): 3.733

---

(8)
C4H15N2O | the ωB97M-V functional and the def2-TZVPD basis

Geometry as ORCA input:
```
! RIJCOSX wB97M-V def2-TZVPD def2/J DEFGRID3
* xyz 1 1
C -0.080 -1.677 -0.703
N 1.160 -2.055 -0.053
C -0.983 -0.718 0.131
N -0.173 -0.316 1.353
C 0.513 1.071 1.301
C -0.480 2.153 1.666
H -0.802 -2.482 -0.877
H 0.111 -1.322 -1.709
H 1.267 -3.049 0.110
H 1.931 -1.743 -0.621
H -1.783 -1.296 0.576
H -1.342 0.172 -0.361
H 0.665 -0.925 1.255
H -0.553 -0.402 2.287
H 1.315 0.900 2.027
H 1.001 1.227 0.348
H -0.902 2.089 2.661
H -1.247 2.199 0.889
H 0.101 3.081 1.576
H -0.510 1.026 -4.414
H 0.830 1.210 -3.871
O -0.038 0.857 -3.571
*
```

Properties
DFT total energy (eV): -9412.4976
LUMO energy (eV): -2.721
Energy relative to the best compared isomer or geometry (same formula, charge and spin) (kcal/mol): 26.9

---

(9)
C4H15N2O | the ωB97M-V functional and the def2-TZVPD basis

Geometry as ORCA input:
```
! RIJCOSX wB97M-V def2-TZVPD def2/J DEFGRID3
* xyz 1 1
N 1.715 0.576 -0.296
C 0.889 0.569 -1.482
C -0.614 0.423 -1.148
N -1.056 -0.514 -0.149
C -0.192 -1.700 0.102
C -2.502 -0.617 -0.008
H 0.228 5.131 5.318
H 1.815 1.476 0.243
H -0.262 4.593 5.052
H 1.306 -0.142 -2.250
H 0.833 1.522 -1.876
H -1.235 0.218 -2.093
H -0.833 1.417 -0.677
H 0.144 -2.132 -0.808
H -0.464 -2.363 0.928
H 0.688 -1.136 0.393
H -2.979 -1.087 -0.930
H -2.958 0.347 0.100
H -2.661 -1.298 0.827
H 2.448 -0.952 -0.314
H 3.245 -2.379 -0.290
O 2.445 -1.951 -0.642
*
```

Properties
DFT total energy (eV): -9405.1164
LUMO energy (eV): -8.443
Energy relative to the best compared isomer or geometry (same formula, charge and spin) (kcal/mol): 197.1

---

(10)
C4H15N2O | the ωB97M-V functional and the def2-TZVPD basis

Geometry as ORCA input:
```
! RIJCOSX wB97M-V def2-TZVPD def2/J DEFGRID3
* xyz 1 1
N 0.116 -0.520 -1.413
C 0.761 0.800 -1.291
C 0.436 1.410 0.113
N -0.924 1.091 0.517
C -0.915 0.280 1.791
C -0.633 1.061 3.066
H 0.361 -1.066 -2.274
H -0.944 -0.443 -1.295
H 0.285 -1.200 -0.664
H 1.906 0.680 -1.381
H 0.475 1.443 -2.126
H 0.730 2.470 0.059
H 1.248 1.048 0.773
H -1.490 1.895 0.770
H -0.179 -0.520 1.674
H -1.948 -0.147 1.703
H -0.261 2.027 2.730
H -1.533 1.216 3.677
H 0.197 0.623 3.605
H 0.798 -4.123 -1.891
H 1.069 -3.248 -3.208
O 0.895 -3.243 -2.265
*
```

Properties
DFT total energy (eV): -9412.1850
LUMO energy (eV): -3.087
Energy relative to the best compared isomer or geometry (same formula, charge and spin) (kcal/mol): 34.1